[1]
{
  "formula": "C5H7Br",
  "method": "the ωB97M-V functional and the def2-TZVPD basis",
  "elements": ["C", "C", "C", "C", "C", "H", "H", "H", "H", "H", "H", "Br", "H"],
  "coordinates": [[-1.86463, 1.09113, -0.37625], [-0.90826, 0.66523, 0.19568], [0.29427, 0.08510, 0.82151], [0.68362, 0.34746, 2.08217], [1.15167, -0.65457, -0.16990], [-2.74306, 1.44672, -0.80907], [1.58325, -0.20694, 2.27418], [0.03912, 0.88877, 2.72844], [1.93685, -1.11591, 0.31687], [0.60983, -1.53888, -0.52743], [1.45779, -0.00892, -1.06464], [-1.14383, -0.89892, -3.29952], [-1.09662, -0.10026, -2.17204]],
  "nbo_charge": [-0.241, -0.020, -0.064, -0.361, -0.633, 0.239, 0.207, 0.219, 0.215, 0.226, 0.230, -0.221, 0.205],
  "orbital_gap_ha": 0.3827,
  "smiles": "C#CC(=C)C.Br",
  "de_lowest_kj_mol": 156.8,
  "homo_ev": -9.56,
  "e_tot_ev": -75338.193
}

[2]
{
  "formula": "C13H33IN10O12S",
  "method": "the ωB97M-V functional and the def2-TZVPD basis",
  "elements": ["C", "C", "O", "C", "O", "C", "C", "N", "O", "S", "O", "O", "O", "C", "C", "C", "C", "I", "O", "N", "O", "H", "H", "H", "H", "H", "H", "H", "H", "H", "H", "H", "H", "H", "H", "H", "H", "H", "N", "C", "N", "O", "H", "H", "H", "H", "N", "C", "N", "O", "H", "H", "H", "H", "N", "C", "N", "O", "H", "H", "H", "H", "N", "C", "N", "O", "H", "H", "H", "H"],
  "coordinates": [[-2.20974, 2.62285, -2.87264], [-1.17601, 2.02419, -1.70205], [0.16200, 1.98666, -2.35122], [-1.58735, 0.46929, -1.38456], [-2.09121, 0.21908, -0.02614], [-1.07623, 0.46521, 1.00827], [0.46691, -0.04673, 0.80181], [1.43067, 0.48070, 1.88547], [-1.00804, 1.82574, 1.63727], [-2.64142, 1.94010, 2.22216], [-3.61852, 2.80886, 1.38866], [-2.43522, 2.68437, 3.59896], [-3.02900, 0.26068, 2.45295], [-1.70353, -0.42129, 2.28023], [-1.73304, -2.07741, 2.06581], [-0.68043, -2.87924, 3.03602], [-0.49899, -4.48787, 2.63574], [-1.65781, -5.81092, 4.00824], [-1.11101, -0.16549, 3.63478], [-2.08794, -0.38244, 4.57196], [-1.93803, 0.35973, 5.52981], [-1.87176, 2.29633, -3.96553], [-3.33447, 2.36667, -2.65178], [-2.13446, 3.81312, -2.86653], [-1.24324, 2.75538, -0.79109], [0.29914, 2.87730, -2.82503], [-0.70749, -0.24988, -1.71940], [-2.48957, 0.21026, -2.12257], [0.59636, -1.22353, 0.78983], [0.94965, 0.32509, -0.22473], [2.35837, 0.62310, 1.38905], [1.61791, -0.26482, 2.60349], [-1.40496, -2.32435, 0.94504], [-2.83206, -2.52025, 2.16056], [0.36484, -2.35773, 3.16829], [-1.17956, -2.89630, 4.12017], [-0.72127, -4.71132, 1.50706], [0.64176, -4.76110, 2.85547], [1.71189, 3.60106, 1.91971], [2.62477, 4.58897, 1.94616], [2.78506, 5.16155, 3.15302], [3.25384, 4.93617, 0.95943], [1.18937, 3.30895, 2.72775], [1.55465, 3.13868, 1.03461], [3.46072, 5.91009, 3.22489], [2.27103, 4.88164, 3.97069], [-2.56575, -1.48185, -5.47819], [-3.65143, -1.06210, -4.80356], [-4.81780, -1.29747, -5.43146], [-3.58399, -0.51445, -3.71478], [-2.61247, -1.93367, -6.37538], [-1.66416, -1.32769, -5.04773], [-5.66378, -1.00024, -4.96461], [-4.88215, -1.74788, -6.32820], [4.33297, -1.33395, 2.90549], [3.71030, -2.52537, 2.95855], [4.52296, -3.58246, 2.77907], [2.51049, -2.63766, 3.15290], [5.32065, -1.23261, 2.74578], [3.76489, -0.50778, 3.03456], [4.10220, -4.50115, 2.81013], [5.51208, -3.49874, 2.61845], [3.06434, -0.89988, -4.91556], [1.84110, -0.44762, -4.58517], [1.80967, 0.84777, -4.22319], [0.84487, -1.15241, -4.61153], [3.89001, -0.32613, -4.89647], [3.14069, -1.86839, -5.19501], [0.91228, 1.23539, -3.96544], [2.62545, 1.43519, -4.19875]],
  "nbo_charge": [-0.665, 0.058, -0.764, -0.151, -0.541, 0.557, -0.325, -0.852, -0.633, 2.246, -0.787, -0.842, -0.628, 0.501, -0.474, -0.468, -0.530, 0.056, -0.424, 0.366, -0.246, 0.221, 0.246, 0.207, 0.207, 0.478, 0.206, 0.290, 0.230, 0.241, 0.363, 0.377, 0.228, 0.261, 0.273, 0.229, 0.229, 0.247, -0.835, 0.762, -0.846, -0.686, 0.404, 0.405, 0.406, 0.390, -0.842, 0.775, -0.841, -0.694, 0.385, 0.433, 0.409, 0.387, -0.837, 0.777, -0.836, -0.695, 0.393, 0.408, 0.412, 0.391, -0.843, 0.771, -0.844, -0.699, 0.388, 0.407, 0.428, 0.383],
  "orbital_gap_ha": 0.3432,
  "smiles": "C[C@H](O)CO[C@@]1(CN)OS(=O)(=O)O[C@]1(CCCI)ON=O.NC(N)=O.NC(N)=O.NC(N)=O.NC(N)=O",
  "homo_ev": -9.35,
  "e_tot_ev": -72416.325
}

[3]
{
  "formula": "C30H48AsCdN2O4PS5SeSi2",
  "method": "the ωB97M-V functional and the def2-TZVPD basis",
  "elements": ["Cd", "O", "C", "O", "C", "C", "C", "C", "C", "N", "C", "O", "O", "H", "H", "H", "H", "H", "S", "C", "S", "C", "C", "S", "S", "S", "C", "C", "C", "P", "C", "C", "C", "C", "C", "C", "H", "H", "H", "H", "H", "H", "H", "H", "H", "H", "H", "H", "H", "H", "H", "H", "H", "H", "H", "H", "H", "C", "Si", "C", "C", "As", "Si", "C", "C", "C", "H", "H", "H", "H", "H", "H", "H", "H", "H", "H", "H", "H", "H", "H", "H", "H", "H", "H", "Se", "C", "C", "C", "N", "C", "C", "H", "H", "H", "H"],
  "coordinates": [[1.45425, 1.38424, 1.49681], [-1.65933, -1.96007, 0.77735], [-0.59032, -1.24088, 1.00581], [-0.57993, -0.09640, 1.40705], [0.67955, -2.02946, 0.78532], [0.64655, -3.25862, 0.13573], [1.83686, -3.93029, -0.06959], [3.00936, -3.37983, 0.41948], [2.93361, -2.17450, 1.10168], [1.79997, -1.49911, 1.26354], [4.19844, -1.65721, 1.74880], [4.06196, -0.69682, 2.65305], [5.27387, -2.13354, 1.49379], [-2.51854, -1.40905, 0.77182], [-0.29844, -3.64730, -0.21190], [1.84694, -4.87518, -0.59827], [3.97828, -3.84321, 0.30588], [3.13119, -0.41112, 2.75440], [3.21060, 4.34535, -4.99957], [2.83663, 3.71937, -3.50344], [3.91713, 2.78481, -2.55448], [2.88965, 2.50097, -1.16251], [1.66174, 3.07351, -1.23216], [0.34547, 2.98887, -0.08779], [1.33540, 3.96054, -2.70709], [3.57349, 1.51657, 0.10935], [-2.54624, -0.46876, -4.33583], [-2.08488, -0.28983, -2.89013], [-2.15336, 1.17897, -2.46260], [-0.44516, -0.95859, -2.33322], [0.86783, 0.10997, -3.09257], [0.77673, 0.57442, -4.54596], [2.21549, -0.55750, -2.79968], [-0.28320, -2.64976, -3.11383], [-1.51399, -3.47200, -2.71701], [0.00636, -2.79320, -4.60774], [-3.52161, 0.01363, -4.46236], [-2.66938, -1.51800, -4.60448], [-1.85898, -0.01314, -5.04924], [-2.78955, -0.82616, -2.24558], [-1.52003, 1.81148, -3.09088], [-1.83061, 1.31255, -1.42913], [-3.18237, 1.53880, -2.53913], [0.81197, 1.00459, -2.46424], [0.74213, -0.25586, -5.25234], [1.65395, 1.18430, -4.78614], [-0.10105, 1.19776, -4.71339], [2.32538, -1.49321, -3.35610], [2.33404, -0.77082, -1.73462], [3.03813, 0.09957, -3.08796], [0.57660, -3.06878, -2.57654], [-2.37454, -3.22264, -3.34072], [-1.81970, -3.28527, -1.68686], [-1.32850, -4.54346, -2.83787], [-0.75946, -2.31625, -5.21891], [0.03145, -3.85500, -4.87898], [0.96850, -2.36062, -4.87942], [4.32411, 2.95553, 3.81458], [2.56277, 3.18025, 4.42563], [1.80527, 4.64859, 3.52067], [2.67058, 3.63689, 6.25731], [1.44023, 1.16397, 4.09977], [-0.78567, 1.82583, 4.39183], [-1.57113, 2.75439, 2.96609], [-0.95336, 2.91300, 5.93092], [-1.79308, 0.27286, 4.71361], [4.91671, 3.85830, 3.99389], [4.33615, 2.74515, 2.74207], [4.80852, 2.11715, 4.32144], [2.40290, 5.55116, 3.68492], [0.78661, 4.85170, 3.85962], [1.76001, 4.45951, 2.44446], [3.27110, 4.54335, 6.38507], [3.14653, 2.82996, 6.81958], [1.68637, 3.81389, 6.69333], [-0.98581, 3.62548, 2.66577], [-2.57305, 3.08938, 3.25489], [-1.67181, 2.10480, 2.09413], [-0.48529, 3.88885, 5.78545], [-0.49421, 2.44262, 6.80331], [-2.01341, 3.07998, 6.14772], [-1.76757, -0.38663, 3.84455], [-2.83905, 0.52489, 4.91147], [-1.39752, -0.27146, 5.57435], [-4.53136, -0.81917, 0.36016], [-4.72796, -2.32498, -0.76562], [-4.39198, -3.62477, -0.36351], [-4.53807, -4.68447, -1.24069], [-4.99355, -4.57925, -2.49168], [-5.31257, -3.34081, -2.87828], [-5.20012, -2.21556, -2.08193], [-4.01388, -3.79708, 0.63679], [-4.26936, -5.68745, -0.91788], [-5.67806, -3.24113, -3.89750], [-5.47033, -1.24353, -2.47587]],
  "lowdin_charge": [0.937, 0.020, -0.538, -0.058, -0.190, -0.012, -0.039, 0.010, -0.191, 0.153, -0.510, 0.050, 0.094, -0.050, 0.104, 0.110, 0.117, -0.036, 0.406, -1.543, 0.855, -1.197, -1.208, 0.397, 0.857, 0.395, -0.112, -0.541, -0.133, 1.124, -0.534, -0.100, -0.128, -0.542, -0.132, -0.116, 0.073, 0.047, 0.057, 0.056, 0.061, 0.038, 0.076, 0.057, 0.057, 0.067, 0.056, 0.062, 0.048, 0.050, 0.072, 0.060, 0.045, 0.081, 0.058, 0.072, 0.050, -0.250, 0.108, -0.239, -0.245, 0.603, 0.130, -0.248, -0.248, -0.239, 0.021, -0.021, 0.022, 0.021, 0.007, -0.001, 0.018, 0.017, -0.004, -0.004, 0.028, -0.002, 0.003, 0.019, 0.020, 0.011, 0.026, 0.017, 0.531, -0.734, -0.148, -0.199, 0.020, -0.199, -0.157, 0.090, 0.090, 0.091, 0.086],
  "orbital_gap_ha": 0.2340,
  "charge": -2,
  "de_lowest_kj_mol": 9.8,
  "homo_ev": -2.36,
  "e_tot_ev": -253038.027
}